Record 1
Here is 6 unconnected molecules or ions with the total composition C27H52NO13PS6 at a distorted geometry from the Open Molecules 2025 dataset. Energies are from the ωB97M-V functional and the def2-TZVPD basis.

**SMILES**: CC(=O)N(C)[C@@H]1C[C@H]([PH2]=S)OC1=O.O=S1(=O)CCCC1.O=S1(=O)CCCC1.O=S1(=O)CCCC1.O=S1(=O)CCCC1.O=S1(=O)CCCC1
**HOMO-LUMO gap**: 9.31 eV
**Molar mass**: 822.1 g mol⁻¹
**HOMO level**: -8.819 eV
**Total energy**: -131242.872 eV
**Energy relative to the best compared isomer or geometry (same formula, charge and spin)**: 133.7 kcal per mole

Bonds (Å) are listed after each position.
Geometry (Å):
1 S -3.89843 -2.88186 1.27045  O13 1.449, O16 1.448, C40 1.787, C48 1.782
2 S -2.89720 3.89835 5.33510  O9 1.448, O15 1.449, C22 1.782, C41 1.787
3 S 0.58660 -4.32837 4.12418  O8 1.449, O18 1.448, C31 1.787, C33 1.782
4 S -0.54308 0.79839 0.76376  O11 1.449, O20 1.448, C23 1.782, C26 1.787
5 S 8.67457 1.87375 -5.87412  P7 1.983
6 S -0.94521 -0.34096 -5.76140  O10 1.448, O12 1.449, C28 1.782, C34 1.787
7 P 7.29120 3.29380 -5.89104  S5 1.983, C45 1.910, H81 1.452, H90 1.446
8 O 0.45219 -3.83561 2.76787  S3 1.449
9 O -3.62301 3.18728 4.30374  S2 1.448
10 O -1.57355 0.51157 -4.77422  S6 1.448
11 O -0.40198 -0.32663 -0.13894  S4 1.449
12 O -0.61467 -1.72614 -5.49221  S6 1.449
13 O -3.63871 -1.67960 2.03698  S1 1.449
14 O 2.16550 2.82699 -4.36984  C36 1.335
15 O -2.51935 3.27494 6.58772  S2 1.449
16 O -4.52190 -2.84830 -0.03580  S1 1.448
17 O 2.76618 -0.82871 -2.50492  C24 1.352
18 O -0.06825 -3.69246 5.24798  S3 1.448
19 O 4.39873 3.01744 -5.41870  C36 1.501, C45 1.472
20 O 0.57742 1.63366 1.14181  S4 1.448
21 N 3.58192 1.52640 -1.97488  C24 1.543, C35 1.510, C46 1.510
22 C -1.44992 4.63491 4.60129  S2 1.782, C44 1.521, H83 1.091, H96 1.094
23 C -1.36026 0.24457 2.24738  S4 1.782, C38 1.521, H63 1.094, H99 1.091
24 C 2.48952 0.46260 -2.21401  O17 1.352, N21 1.543, C47 1.672
25 C 1.52417 -6.79523 4.42087  C30 1.528, C31 1.528, H60 1.094, H84 1.097
26 C -1.86789 1.85036 0.18940  S4 1.787, C32 1.528, H89 1.093, H100 1.093
27 C -2.80572 6.55055 5.23520  C41 1.528, C44 1.528, H64 1.097, H69 1.094
28 C -1.89769 -0.26022 -7.26535  S6 1.782, C42 1.521, H56 1.091, H76 1.094
29 C 5.72704 2.45036 -3.40400  C45 1.670, C46 1.647, H68 1.173, H73 1.179
30 C 2.41782 -5.84182 5.21270  C25 1.528, C33 1.521, H61 1.094, H65 1.097
31 C 0.20406 -6.07316 4.15633  S3 1.787, C25 1.528, H51 1.093, H93 1.093
32 C -3.00597 1.69256 1.19635  C26 1.528, C38 1.528, H66 1.097, H85 1.094
33 C 2.31938 -4.49947 4.50338  S3 1.782, C30 1.521, H86 1.091, H98 1.094
34 C 0.49972 0.49527 -6.39746  S6 1.787, C39 1.528, H78 1.093, H80 1.093
35 C 4.42409 1.05563 -0.81383  N21 1.510, H52 1.194, H70 1.169, H88 1.170
36 C 3.45945 2.50025 -4.36840  O14 1.335, O19 1.501, C46 1.673
37 C -4.12186 -5.37180 2.03143  C43 1.528, C48 1.521, H49 1.097, H87 1.094
38 C -2.38018 1.33402 2.54336  C23 1.521, C32 1.528, H59 1.094, H92 1.097
39 C 0.21246 0.78457 -7.86983  C34 1.528, C42 1.528, H71 1.094, H75 1.097
40 C -2.39714 -3.84384 1.15915  S1 1.787, C43 1.528, H57 1.093, H58 1.093
41 C -3.74859 5.43175 5.67494  S2 1.787, C27 1.528, H74 1.093, H94 1.093
42 C -1.30194 0.91602 -8.02448  C28 1.521, C39 1.528, H67 1.094, H72 1.097
43 C -2.62091 -5.08617 2.01975  C37 1.528, C40 1.528, H91 1.097, H97 1.094
44 C -1.92634 5.99575 4.11561  C22 1.521, C27 1.528, H62 1.094, H82 1.097
45 C 5.74344 2.53048 -5.07194  P7 1.910, O19 1.472, C29 1.670, H77 1.182
46 C 4.33540 1.57716 -3.28291  N21 1.510, C29 1.647, C36 1.673, H95 1.194
47 C 0.85948 0.83258 -2.19238  C24 1.672, H50 1.170, H54 1.173, H55 1.194
48 C -4.79450 -4.03269 2.29430  S1 1.782, C37 1.521, H53 1.091, H79 1.094
49 H -4.43148 -5.76241 1.05471  C37 1.097
50 H 0.60869 1.76279 -1.52835  C47 1.170
51 H -0.51572 -6.24755 4.96081  C31 1.093
52 H 3.96053 1.56650 0.16077  C35 1.194
53 H -5.85288 -4.02399 2.02830  C48 1.091
54 H 0.30243 -0.15410 -1.88898  C47 1.173
55 H 0.55305 1.04071 -3.32702  C47 1.194
56 H -2.95550 -0.12905 -7.03123  C28 1.091
57 H -2.24031 -4.10704 0.10948  C40 1.093
58 H -1.55626 -3.24825 1.52343  C40 1.093
59 H -3.13148 0.99634 3.26319  C38 1.094
60 H 1.35958 -7.73498 4.95724  C25 1.094
61 H 3.45130 -6.19747 5.25823  C30 1.094
62 H -1.08602 6.65959 3.89242  C44 1.094
63 H -1.85331 -0.70598 2.02288  C23 1.094
64 H -2.17394 6.85351 6.07901  C27 1.097
65 H 2.04432 -5.75227 6.23979  C30 1.097
66 H -3.67195 0.88202 0.87631  C32 1.097
67 H -1.60480 0.91085 -9.07561  C42 1.094
68 H 6.65080 1.87187 -2.97002  C29 1.173
69 H -3.36510 7.43351 4.91058  C27 1.094
70 H 5.54678 1.38214 -0.83869  C35 1.169
71 H 0.73323 1.68748 -8.20368  C39 1.094
72 H -1.63851 1.85985 -7.57911  C42 1.097
73 H 5.53719 3.56467 -3.06836  C29 1.179
74 H -3.97486 5.49272 6.74246  C41 1.093
75 H 0.57105 -0.04869 -8.48629  C39 1.097
76 H -1.74518 -1.19752 -7.80873  C28 1.094
77 H 5.73114 1.44223 -5.53395  C45 1.182
78 H 1.37448 -0.14883 -6.27728  C34 1.093
79 H -4.66502 -3.72475 3.33615  C48 1.094
80 H 0.63551 1.41838 -5.82729  C34 1.093
81 H 7.09307 3.71498 -7.26666  P7 1.452
82 H -2.52048 5.88136 3.20108  C44 1.097
83 H -1.07378 3.99948 3.79771  C22 1.091
84 H 2.00762 -7.04113 3.46759  C25 1.097
85 H -3.60677 2.60523 1.25935  C32 1.094
86 H 2.65149 -3.66242 5.11986  C33 1.091
87 H -4.38858 -6.11163 2.79179  C37 1.094
88 H 4.40092 -0.09614 -0.60911  C35 1.170
89 H -2.17139 1.53775 -0.81294  C26 1.093
90 H 7.83958 4.39418 -5.12919  P7 1.446
91 H -2.27858 -4.89226 3.04354  C43 1.097
92 H -1.87873 2.21385 2.96395  C38 1.097
93 H -0.23036 -6.36750 3.19760  C31 1.093
94 H -4.67638 5.43970 5.09632  C41 1.093
95 H 4.45029 0.57674 -3.92425  C46 1.194
96 H -0.69360 4.73911 5.38498  C22 1.094
97 H -2.04971 -5.93850 1.63875  C43 1.094
98 H 2.86918 -4.51260 3.55755  C33 1.094
99 H -0.63080 0.11004 3.04786  C23 1.091
100 H -1.49685 2.87861 0.16266  C26 1.093

Record 2
Here is 2 unconnected molecules or ions with the total composition H4OS at a distorted geometry from the Open Molecules 2025 dataset. Energies are from the ωB97M-V functional and the def2-TZVPD basis.

**SMILES**: O.S
**HOMO-LUMO gap**: 10.54 eV
**Molar mass**: 52.1 g mol⁻¹
**HOMO level**: -9.836 eV
**Total energy**: -12947.346 eV
**Energy relative to the best compared isomer or geometry (same formula, charge and spin)**: 3.1 kcal per mole

Bonds (Å) are listed after each position.
Geometry (Å):
1 S 0.58235 -1.74787 0.21947  H3 1.346, H6 1.346
2 O -0.07672 2.29437 0.34442  H4 0.984, H5 0.984
3 H 0.05044 -1.74927 -1.01697  S1 1.346
4 H -0.97000 2.58322 0.63918  O2 0.984
5 H -0.24747 1.71091 -0.42932  O2 0.984
6 H 0.66139 -3.09134 0.24324  S1 1.346